Entry 1:
# C26H33ClCrN4O4Te

C26H33ClCrN4O4Te as an isolated structure (ωB97M-V with the def2-TZVPD basis set, the OMol25 dataset).

Output
**Net charge**: +1
**2S+1**: 4
**Frontier orbital gap (spin up / spin down)**: 6.757 / 6.450 eV
**E_LUMO (spin up / spin down)**: -0.1241 / -0.1359 Eh
**HOMO energy (spin up / spin down)**: -10.135 / -10.148 eV

CARTESIAN COORDINATES (ANGSTROEM)
Cr: -1.01 0.72 -0.48
Cl: 2.54 4.03 -5.93
C: 1.93 3.12 -4.59
C: 2.82 2.27 -3.89
C: 2.39 1.52 -2.83
C: 1.04 1.59 -2.40
O: 0.68 0.87 -1.38
C: 0.15 2.45 -3.11
C: -1.22 2.55 -2.78
O: -1.80 1.94 -1.85
C: 0.63 3.21 -4.21
H: 3.85 2.22 -4.21
H: 3.07 0.89 -2.28
H: -1.84 3.22 -3.39
H: -0.05 3.86 -4.75
N: -0.47 2.43 0.64
C: -0.89 2.81 2.01
C: -2.35 2.54 2.32
C: -2.64 1.05 2.57
C: -3.57 0.42 1.55
N: -3.07 0.62 0.17
H: 0.55 2.25 0.69
H: -0.56 3.26 0.04
H: -0.67 3.88 2.15
H: -0.26 2.25 2.70
H: -2.97 2.93 1.50
H: -2.62 3.12 3.20
H: -3.07 0.90 3.56
H: -1.70 0.50 2.55
H: -4.57 0.84 1.63
H: -3.65 -0.65 1.73
H: -3.43 1.51 -0.18
H: -3.51 -0.07 -0.44
N: -1.93 -5.68 -3.49
C: -2.13 -4.47 -4.05
O: -2.54 -4.29 -5.18
C: -1.86 -3.27 -3.16
C: -1.53 -2.07 -3.78
C: -1.31 -0.96 -3.00
N: -1.42 -0.98 -1.66
C: -1.74 -2.13 -1.07
C: -1.96 -3.30 -1.77
H: -2.05 -6.49 -4.09
H: -1.40 -5.80 -2.65
H: -1.46 -2.02 -4.86
H: -1.04 -0.01 -3.44
H: -1.79 -2.10 0.01
H: -2.24 -4.20 -1.24
Te: 2.58 0.72 1.14
C: 3.24 0.26 3.08
C: 4.10 -0.81 3.28
C: 4.47 -1.18 4.56
C: 4.00 -0.46 5.65
C: 3.16 0.62 5.46
C: 2.78 0.98 4.18
H: 4.47 -1.37 2.43
H: 5.14 -2.01 4.71
H: 4.30 -0.75 6.65
H: 2.80 1.19 6.30
H: 2.13 1.83 4.03
C: 0.82 -1.64 2.42
C: 0.87 -0.91 1.10
C: 1.37 -1.79 -0.04
O: -0.33 -0.31 0.86
H: 1.63 -2.36 2.50
H: -0.13 -2.19 2.43
H: 0.84 -1.02 3.32
H: 0.75 -2.70 -0.05
H: 2.40 -2.10 0.09
H: 1.28 -1.29 -0.99

The molecule's natural (NBO) atomic charges, reported in e, are given here:
1. Cr 1.405
2. Cl 0.036
3. C -0.083
4. C -0.129
5. C -0.268
6. C 0.422
7. O -0.708
8. C -0.267
9. C 0.424
10. O -0.665
11. C -0.165
12. H 0.243
13. H 0.246
14. H 0.177
15. H 0.235
16. N -0.840
17. C -0.207
18. C -0.420
19. C -0.425
20. C -0.202
21. N -0.821
22. H 0.426
23. H 0.381
24. H 0.207
25. H 0.213
26. H 0.189
27. H 0.237
28. H 0.229
29. H 0.234
30. H 0.200
31. H 0.208
32. H 0.393
33. H 0.393
34. N -0.803
35. C 0.637
36. O -0.566
37. C -0.059
38. C -0.148
39. C 0.049
40. N -0.474
41. C 0.065
42. C -0.229
43. H 0.421
44. H 0.398
45. H 0.255
46. H 0.210
47. H 0.225
48. H 0.238
49. Te 0.301
50. C -0.291
51. C -0.174
52. C -0.224
53. C -0.202
54. C -0.197
55. C -0.246
56. H 0.209
57. H 0.221
58. H 0.222
59. H 0.218
60. H 0.211
61. C -0.669
62. C 0.269
63. C -0.682
64. O -0.806
65. H 0.226
66. H 0.214
67. H 0.233
68. H 0.193
69. H 0.233
70. H 0.225


Entry 2:
# C20H68B2CrF3FeO16S

C20H68B2CrF3FeO16S as an isolated structure (ωB97M-V with the def2-TZVPD basis set, the OMol25 dataset).

Output
**2S+1**: 8
**Frontier orbital gap (spin up / spin down)**: 7.996 / 8.026 eV
**E_LUMO (spin up / spin down)**: -0.0210 / -0.0230 Eh
**HOMO energy (spin up / spin down)**: -8.566 / -8.651 eV

CARTESIAN COORDINATES (ANGSTROEM)
Fe: 2.75 -2.75 -0.70
Cr: 2.09 0.59 -2.84
B: 0.84 -3.11 -1.74
H: -0.10 -3.24 -2.25
H: 1.63 -3.28 -2.46
H: 0.95 -2.10 -1.39
H: 1.00 -3.80 -0.92
B: 0.72 2.11 -3.41
H: 1.50 2.55 -2.81
H: 0.14 1.40 -2.83
H: 0.09 2.87 -3.85
H: 1.11 1.52 -4.22
C: -0.66 -0.20 0.98
F: -1.17 -1.35 0.58
F: -1.42 0.74 0.37
F: -0.67 -0.19 2.30
S: 1.18 -0.03 0.37
O: 1.83 0.85 1.31
O: 1.83 -1.38 0.48
O: 1.26 0.47 -1.01
O: 3.27 -1.13 -2.14
C: 4.36 -1.29 -3.03
C: 4.29 -0.53 -4.46
O: 3.40 0.58 -4.43
H: 4.49 -2.35 -3.27
H: 5.25 -0.99 -2.48
H: 3.93 -1.18 -5.26
H: 5.29 -0.20 -4.75
C: 3.17 3.17 -0.85
O: 3.44 1.95 -1.57
H: 3.94 3.87 -1.18
H: 2.24 3.69 -1.04
H: 3.38 3.07 0.22
H: 4.35 1.79 -1.33
C: 4.78 -1.31 1.12
O: 4.64 -2.42 0.27
H: 4.24 -0.44 0.73
H: 4.57 -1.44 2.18
H: 5.83 -1.03 1.15
H: 5.52 -2.80 0.26
C: -2.27 3.39 -1.81
O: -2.88 4.44 -1.06
H: -2.05 2.59 -1.11
H: -2.73 3.10 -2.76
H: -1.27 3.71 -2.12
H: -2.95 5.24 -1.58
C: -4.49 -2.33 0.47
O: -4.42 -3.11 -0.70
H: -4.99 -1.38 0.26
H: -5.13 -2.68 1.28
H: -3.48 -2.11 0.80
H: -3.65 -3.67 -0.63
C: -1.48 -4.07 2.39
O: -1.69 -5.40 2.83
H: -0.76 -3.49 2.97
H: -1.11 -3.98 1.36
H: -2.45 -3.58 2.39
H: -2.51 -5.76 2.47
C: 0.36 -1.30 -4.83
O: 0.79 -1.00 -3.50
H: -0.40 -0.55 -5.08
H: 1.20 -1.26 -5.51
H: -0.07 -2.29 -4.97
H: 0.49 -1.81 -3.07
C: 1.95 -5.47 0.95
O: 2.70 -4.20 0.91
H: 2.48 -6.29 0.48
H: 1.68 -5.65 1.99
H: 1.04 -5.41 0.34
H: 3.12 -4.19 1.78
C: -1.37 4.03 2.23
O: -2.46 4.07 3.11
H: -1.45 4.81 1.47
H: -0.44 4.25 2.75
H: -1.36 3.09 1.69
H: -3.20 3.85 2.54
C: -2.17 0.21 4.96
C: -3.54 0.69 4.55
C: -3.82 0.64 3.05
O: -4.59 -0.01 5.19
H: -2.03 0.40 6.03
H: -1.41 0.77 4.42
H: -1.97 -0.83 4.74
H: -3.67 1.71 4.90
H: -4.88 0.75 2.84
H: -3.57 -0.37 2.72
H: -3.22 1.34 2.46
H: -4.39 0.02 6.14
C: 2.76 4.47 2.75
C: 2.88 3.33 3.73
C: 1.54 2.83 4.33
O: 3.49 2.30 3.00
H: 3.69 4.91 2.40
H: 2.27 5.32 3.23
H: 2.09 4.17 1.94
H: 3.56 3.56 4.55
H: 1.01 3.58 4.92
H: 1.56 1.94 4.97
H: 0.85 2.54 3.54
H: 2.84 1.83 2.47
C: -4.23 0.59 -4.11
C: -3.64 -0.70 -3.53
C: -2.67 -0.56 -2.37
O: -4.83 -1.41 -3.10
H: -4.92 0.33 -4.91
H: -3.42 1.21 -4.50
H: -4.68 1.17 -3.30
H: -3.11 -1.23 -4.32
H: -1.76 -0.01 -2.59
H: -2.34 -1.56 -2.11
H: -3.14 -0.15 -1.48
H: -4.58 -2.01 -2.39

Results of the Mulliken charge analysis, in e, for atoms 1 through 99:
1. Fe 0.165
2. Cr -0.588
3. B 2.332
4. H -0.385
5. H -0.214
6. H -0.727
7. H -0.692
8. B 1.525
9. H -0.358
10. H -1.091
11. H -0.260
12. H -0.101
13. C 0.143
14. F -0.361
15. F 0.014
16. F -0.044
17. S 0.534
18. O -0.386
19. O -0.628
20. O 0.191
21. O 0.023
22. C -0.625
23. C -0.576
24. O -0.238
25. H 0.289
26. H 0.291
27. H 0.281
28. H 0.333
29. C -1.020
30. O 0.100
31. H 0.481
32. H 0.314
33. H 0.254
34. H 0.176
35. C -0.432
36. O -0.242
37. H -0.181
38. H 0.239
39. H 0.473
40. H 0.271
41. C -0.086
42. O -0.539
43. H -0.166
44. H 0.244
45. H 0.281
46. H 0.289
47. C -0.262
48. O -0.580
49. H 0.289
50. H 0.406
51. H -0.183
52. H 0.333
53. C -0.221
54. O -0.582
55. H 0.221
56. H 0.023
57. H 0.278
58. H 0.299
59. C -1.068
60. O 1.011
61. H 0.238
62. H 0.243
63. H 0.348
64. H -0.347
65. C -0.734
66. O -0.262
67. H 0.250
68. H 0.363
69. H 0.190
70. H 0.281
71. C -0.012
72. O -0.576
73. H 0.357
74. H 0.012
75. H -0.143
76. H 0.345
77. C -0.788
78. C 0.531
79. C -0.620
80. O -0.587
81. H 0.476
82. H -0.161
83. H 0.248
84. H 0.155
85. H 0.509
86. H -0.136
87. H 0.022
88. H 0.334
89. C -1.045
90. C 0.576
91. C -0.943
92. O -0.559
93. H 0.322
94. H 0.427
95. H 0.015
96. H 0.285
97. H 0.463
98. H 0.330
99. H -0.127


Entry 3:
# C5H8N

A 2-piece molecular cluster, C5H8N overall (ωB97M-V with the def2-TZVPD basis set, the OMol25 dataset).

Output
**Net charge**: +1
**Frontier orbital gap**: 9.140 eV
**E_LUMO**: -0.2303 Eh
**HOMO energy**: -15.407 eV

CARTESIAN COORDINATES (ANGSTROEM)
C: 1.92 -1.81 -0.48
C: 1.20 1.63 0.47
C: 1.40 0.46 0.24
C: 1.09 -2.10 0.67
C: -2.56 1.39 -0.58
N: 1.38 -0.83 0.02
H: 2.78 -2.21 -0.98
H: 1.53 2.65 0.66
H: -2.51 1.03 -1.65
H: 0.15 -2.51 0.72
H: 1.57 -2.38 1.65
H: -3.31 0.84 -0.16
H: -1.74 1.38 0.07
H: -2.91 2.46 -0.65

The molecule's natural (NBO) atomic charges, reported in e, are given here:
1. C 0.308
2. C 0.011
3. C 0.051
4. C -0.208
5. C -0.858
6. N -0.210
7. H 0.282
8. H 0.284
9. H 0.222
10. H 0.244
11. H 0.237
12. H 0.216
13. H 0.194
14. H 0.227


Entry 4:
# C10H12N5

An isolated ion of composition C10H12N5 and charge +1 (ωB97M-V with the def2-TZVPD basis set, the OMol25 dataset).

Output
**Net charge**: +1
**Structure (SMILES)**: C#CC(C)(C)[n+]1c[nH]c2ncnc(N)c21
**Frontier orbital gap**: 9.115 eV
**E_LUMO**: -0.1355 Eh
**HOMO energy**: -12.802 eV

CARTESIAN COORDINATES (ANGSTROEM)
C: -1.71 1.71 -1.85
C: -1.54 0.87 -1.00
C: -1.38 -0.20 -0.05
C: -2.47 -1.24 -0.41
C: -1.62 0.16 1.63
N: -0.05 -0.81 -0.05
C: 0.31 -2.04 -0.31
N: 1.65 -2.19 -0.30
C: 2.18 -1.00 -0.06
N: 3.46 -0.64 -0.12
C: 3.67 0.65 0.08
N: 2.80 1.63 0.12
C: 1.51 1.32 0.17
N: 0.61 2.33 0.16
C: 1.15 -0.07 0.16
H: -1.93 2.66 -2.25
H: -2.47 -2.01 0.28
H: -2.54 -1.47 -1.45
H: -3.43 -0.65 -0.17
H: -2.68 -0.04 1.78
H: -0.85 -0.36 2.11
H: -1.48 1.22 1.52
H: -0.44 -2.93 -0.40
H: 2.03 -3.07 -0.38
H: 4.71 1.01 -0.09
H: -0.29 1.93 0.34
H: 0.85 3.25 0.53

The molecule's natural (NBO) atomic charges, reported in e, are given here:
1. C -0.079
2. C -0.135
3. C 0.053
4. C -0.611
5. C -0.543
6. N -0.282
7. C 0.299
8. N -0.473
9. C 0.367
10. N -0.470
11. C 0.305
12. N -0.471
13. C 0.442
14. N -0.749
15. C -0.042
16. H 0.254
17. H 0.218
18. H 0.244
19. H 0.250
20. H 0.243
21. H 0.221
22. H 0.207
23. H 0.272
24. H 0.451
25. H 0.209
26. H 0.386
27. H 0.434


Quick rundown of electronic energy, same order as above: -3303.14804; -5061.96752; -249.57646; -661.71035 Eh